No. 1
A structure of composition C45H34AsN12O3S2Ti, computed with the ωB97M-V functional and the def2-TZVPD basis.

The geometry in XYZ format:
```
98
C45H34AsN12O3S2Ti (the ωB97M-V functional and the def2-TZVPD basis)
Ti 10.98 13.10 12.44
S 13.31 13.46 11.72
C 13.95 11.85 11.79
C 15.22 11.69 11.21
N 16.28 11.64 10.69
C 13.29 10.79 12.39
S 11.71 10.86 13.06
C 13.95 9.55 12.55
N 14.46 8.51 12.78
C 13.95 12.71 17.04
N 12.87 13.14 16.18
C 12.88 13.31 14.86
N 11.63 13.54 14.43
C 10.88 13.49 15.56
N 11.59 13.25 16.64
C 14.43 11.35 16.59
C 15.78 11.08 16.38
C 16.17 9.82 15.97
C 15.25 8.80 15.79
C 13.90 9.07 16.01
C 13.49 10.34 16.38
C 12.90 8.06 15.92
N 12.98 6.79 16.24
N 11.72 6.26 16.15
C 10.92 7.23 15.76
O 11.61 8.41 15.59
C 9.51 7.19 15.51
C 8.66 6.51 16.38
C 7.30 6.51 16.13
C 6.80 7.14 14.99
C 7.66 7.79 14.11
C 7.08 8.37 12.85
N 8.01 9.20 12.12
C 8.24 10.53 12.26
N 9.22 10.89 11.45
C 9.56 9.74 10.81
N 8.85 8.68 11.19
C 9.03 7.84 14.39
H 13.55 12.71 18.07
H 14.76 13.47 16.94
H 13.76 13.26 14.23
H 9.81 13.63 15.59
H 16.52 11.87 16.52
H 17.23 9.62 15.78
H 15.56 7.81 15.46
H 12.41 10.55 16.53
H 9.07 5.99 17.25
H 6.62 6.00 16.80
H 5.72 7.12 14.79
H 6.18 8.99 13.06
H 6.76 7.57 12.15
H 7.69 11.15 12.96
H 10.34 9.65 10.06
H 9.72 8.36 13.71
C 11.04 17.06 7.47
C 12.02 16.66 8.37
C 11.90 15.46 9.05
C 10.80 14.64 8.84
C 9.80 15.04 7.96
C 9.92 16.25 7.27
As 10.70 12.91 9.79
C 9.36 12.03 8.67
C 7.98 12.08 8.85
C 7.16 11.28 8.06
C 7.71 10.43 7.11
C 9.09 10.37 6.93
C 9.92 11.18 7.71
C 11.38 11.22 7.64
C 12.18 10.51 6.73
C 13.56 10.66 6.76
C 14.15 11.53 7.66
C 13.37 12.25 8.56
C 11.99 12.06 8.58
H 11.13 18.00 6.92
H 12.89 17.29 8.53
H 12.69 15.13 9.74
H 8.93 14.40 7.79
H 9.13 16.54 6.57
H 7.55 12.74 9.60
H 6.08 11.33 8.19
H 7.05 9.80 6.51
H 9.52 9.71 6.18
H 11.70 9.84 6.00
H 14.17 10.09 6.06
H 15.23 11.67 7.68
H 13.83 12.96 9.24
C 9.10 16.37 11.35
C 10.48 16.13 11.82
N 11.32 17.15 12.03
O 10.91 14.95 12.07
H 9.12 17.07 10.48
H 8.50 16.82 12.16
H 8.62 15.43 11.04
H 11.09 18.05 11.62
H 12.31 16.95 12.19
O 7.01 13.95 12.59
C 8.10 13.58 12.87
N 9.20 13.14 13.18
```

Computed properties:
<S²>: 0.756
Energy relative to the best compared isomer or geometry (same formula, charge and spin) (kcal/mol): 0.0
LUMO level (alpha / beta) (eV): -0.1315 / -0.1846
Highest occupied orbital energy (alpha / beta) (eV): -7.1 / -7.2
2S+1: 2

Partial charges, Mulliken, in e: -0.091, -0.306, 1.105, -0.600, -0.678, 0.879, 0.388, -0.556, -0.672, -1.055, 0.993, -0.861, 0.376, -0.557, -1.011, 0.534, -0.966, -0.672, -0.702, 0.526, 0.471, 0.039, -0.489, -0.503, 0.458, -0.023, -0.012, -0.997, -0.529, -0.902, 1.170, -1.474, 0.731, -0.471, 0.398, -0.561, -0.971, 0.208, 0.262, 0.392, 0.717, 0.525, 0.377, 0.381, 0.428, 0.527, 0.483, 0.386, 0.414, 0.445, 0.301, 0.279, 0.590, 0.271, -0.665, -0.712, -0.056, 0.472, -0.116, -0.694, 1.822, -0.575, -0.385, -0.722, -0.877, -0.661, 0.654, 0.643, -0.654, -0.931, -0.989, -0.625, 0.064, 0.377, 0.455, 0.230, 0.341, 0.400, 0.399, 0.427, 0.375, 0.381, 0.375, 0.389, 0.415, 0.677, -1.032, 0.551, -0.301, -0.038, 0.426, 0.357, -0.078, 0.283, 0.269, -0.673, 0.843, -0.239

No. 2
A structure of composition C45H34N2O12S2, computed with the ωB97M-V functional and the def2-TZVPD basis.

The geometry in XYZ format:
```
95
C45H34N2O12S2 (the ωB97M-V functional and the def2-TZVPD basis)
S -3.14 -3.38 2.17
C -1.98 -2.93 0.86
C -2.62 -2.00 -0.17
C -3.74 -2.67 -0.98
C -5.16 -2.37 -0.58
C -6.10 -3.36 -0.57
C -7.46 -3.15 -0.21
C -7.93 -1.93 0.16
C -7.00 -0.86 0.16
N -7.27 0.41 0.47
S -5.91 1.23 0.27
N -4.92 0.06 -0.20
C -5.63 -1.07 -0.22
H -3.49 -2.13 2.52
H -1.63 -3.85 0.38
H -1.10 -2.45 1.28
H -1.84 -1.67 -0.86
H -2.95 -1.11 0.36
H -3.62 -2.46 -2.05
H -3.61 -3.75 -0.88
H -5.79 -4.36 -0.83
H -8.15 -3.99 -0.23
H -8.96 -1.78 0.42
C 1.07 -1.85 -2.54
C 2.29 -1.52 -2.97
C 3.37 -2.54 -3.06
O 4.47 -2.24 -3.47
C 3.04 -3.93 -2.65
C 1.83 -4.25 -2.23
C 0.75 -3.24 -2.14
O -0.37 -3.53 -1.76
H 0.27 -1.13 -2.47
H 2.55 -0.52 -3.27
H 3.84 -4.65 -2.74
H 1.56 -5.26 -1.95
C -3.35 -1.41 5.50
C -3.22 -1.74 6.79
C -2.38 -0.94 7.71
O -2.27 -1.23 8.88
C -1.68 0.25 7.14
C -1.81 0.58 5.86
C -2.65 -0.23 4.94
O -2.77 0.07 3.77
H -3.95 -1.98 4.81
H -3.72 -2.60 7.22
H -1.07 0.82 7.83
H -1.30 1.43 5.43
C -0.51 3.88 9.28
C -0.59 4.95 10.06
C -0.36 6.32 9.52
O -0.43 7.29 10.23
C -0.05 6.44 8.07
C 0.02 5.36 7.29
C -0.20 4.00 7.83
O -0.13 3.02 7.12
H -0.67 2.88 9.65
H -0.81 4.89 11.12
H 0.12 7.44 7.70
H 0.25 5.43 6.24
C 3.44 6.81 3.60
C 2.84 7.54 4.54
C 3.14 7.32 5.98
O 2.59 7.98 6.84
C 4.13 6.28 6.33
C 4.73 5.55 5.39
C 4.43 5.76 3.95
O 4.98 5.10 3.09
H 3.24 6.95 2.54
H 2.12 8.31 4.31
H 4.33 6.14 7.38
H 5.45 4.78 5.62
C 0.51 -5.47 -8.41
C 0.62 -5.88 -7.15
C 1.52 -5.18 -6.20
O 1.63 -5.55 -5.05
C 2.29 -4.02 -6.70
C 2.17 -3.60 -7.96
C 1.27 -4.30 -8.92
O 1.17 -3.94 -10.07
H -0.14 -5.96 -9.13
H 0.08 -6.73 -6.76
H 2.94 -3.53 -5.99
H 2.71 -2.75 -8.35
C 5.33 0.16 -11.11
C 4.20 -0.42 -10.71
C 3.51 0.02 -9.47
O 2.48 -0.52 -9.11
C 4.12 1.12 -8.70
C 5.25 1.71 -9.10
C 5.94 1.27 -10.34
O 6.97 1.80 -10.70
H 5.86 -0.14 -12.01
H 3.74 -1.23 -11.26
H 3.59 1.42 -7.80
H 5.71 2.51 -8.55
```

Computed properties:
LUMO level (eV): -1.7907
Highest occupied orbital energy (eV): -8.4
2S+1: 1

Partial charges, Mulliken, in e: -0.159, -0.837, -0.225, -0.812, 0.702, -0.727, -0.722, -0.704, 0.738, -0.677, 0.144, -0.533, 0.698, -0.034, 0.422, 0.435, -0.275, 0.592, 0.407, 0.369, 0.374, 0.373, 0.425, -0.275, -0.489, 0.311, -0.594, -0.319, -0.339, 0.420, -0.479, 0.454, 0.445, 0.395, 0.454, -0.228, -0.547, 0.321, -0.558, -0.273, -0.370, 0.480, -0.514, 0.384, 0.424, 0.420, 0.484, -0.228, -0.454, 0.277, -0.539, -0.383, -0.389, 0.487, -0.520, 0.405, 0.415, 0.431, 0.491, -0.353, -0.359, 0.430, -0.570, -0.319, -0.350, 0.369, -0.542, 0.414, 0.431, 0.443, 0.418, -0.406, -0.411, 0.382, -0.490, -0.338, -0.228, 0.313, -0.541, 0.406, 0.426, 0.530, 0.366, -0.332, -0.304, 0.469, -0.566, -0.417, -0.340, 0.344, -0.538, 0.405, 0.453, 0.425, 0.405

No. 3
A structure of composition C45H35Cl2N5NiO2P2, computed with the ωB97M-V functional and the def2-TZVPD basis.

The geometry in XYZ format:
```
92
C45H35Cl2N5NiO2P2 (the ωB97M-V functional and the def2-TZVPD basis)
Ni -1.11 0.42 0.26
C 1.69 -2.33 0.93
N 2.21 -1.06 0.39
P 2.84 -0.83 -1.18
C 4.65 -1.15 -0.93
C 5.15 -2.13 -0.08
C 6.52 -2.29 0.10
C 7.41 -1.47 -0.58
C 6.92 -0.49 -1.43
C 5.55 -0.33 -1.60
C 2.54 -2.26 -2.31
C 2.58 -1.86 -3.65
C 2.47 -2.77 -4.69
C 2.29 -4.11 -4.42
C 2.21 -4.53 -3.10
C 2.35 -3.62 -2.06
P 1.25 0.26 1.03
C 2.28 1.71 0.61
C 1.61 2.82 0.10
C 2.32 3.98 -0.20
C 3.69 4.02 -0.02
C 4.36 2.91 0.49
C 3.66 1.77 0.81
C 1.72 0.09 2.80
C 2.90 -0.54 3.20
C 3.23 -0.61 4.54
C 2.38 -0.05 5.50
C 1.21 0.57 5.09
C 0.87 0.64 3.75
H 2.48 -3.08 0.97
H 0.82 -2.70 0.40
H 1.38 -2.16 1.97
H 4.47 -2.77 0.46
H 6.89 -3.06 0.77
H 8.48 -1.60 -0.45
H 7.61 0.16 -1.96
H 5.17 0.46 -2.23
H 2.69 -0.80 -3.88
H 2.52 -2.42 -5.72
H 2.18 -4.83 -5.22
H 2.04 -5.57 -2.86
H 2.28 -3.99 -1.05
H 0.54 2.78 -0.04
H 1.78 4.84 -0.58
H 4.24 4.92 -0.26
H 5.44 2.95 0.64
H 4.18 0.91 1.21
H 3.54 -0.99 2.45
H 4.14 -1.11 4.85
H 2.64 -0.09 6.55
H 0.53 1.00 5.83
H -0.06 1.09 3.41
C -0.10 0.81 -4.46
N -0.34 -0.33 -3.58
C -0.68 -1.56 -4.06
C -0.95 -2.58 -3.23
C -0.82 -2.38 -1.78
O -0.95 -3.33 -1.00
N -0.50 -1.12 -1.36
C -0.30 -0.11 -2.21
O -0.09 1.05 -1.80
H -0.27 0.49 -5.49
H 0.92 1.17 -4.35
H -0.77 1.62 -4.20
H -0.72 -1.66 -5.14
H -1.21 -3.56 -3.60
Cl -2.44 1.37 4.56
C -2.79 2.67 3.41
C -3.60 3.68 3.85
C -3.96 4.73 3.00
C -3.48 4.69 1.69
C -2.67 3.66 1.27
Cl -2.16 3.70 -0.42
C -2.21 2.54 2.08
N -1.42 1.59 1.71
H -3.96 3.65 4.87
H -4.60 5.54 3.34
H -3.74 5.46 0.98
N -10.63 -0.78 -2.79
C -9.54 -0.62 -2.46
C -8.19 -0.42 -2.04
C -7.84 -0.52 -0.69
C -6.54 -0.34 -0.29
C -5.52 -0.07 -1.23
C -5.89 0.05 -2.58
C -7.20 -0.13 -2.98
C -4.18 0.09 -0.82
C -3.03 0.21 -0.41
H -8.61 -0.74 0.04
H -6.26 -0.41 0.75
H -5.12 0.28 -3.30
H -7.46 -0.05 -4.03
```

Computed properties:
Net charge: -2
<S²>: 2.014
Energy relative to the best compared isomer or geometry (same formula, charge and spin) (kcal/mol): 0.0
LUMO level (alpha / beta) (eV): 3.8401 / 3.8397
Highest occupied orbital energy (alpha / beta) (eV): -0.6 / -0.5
2S+1: 3

Partial charges, Mulliken, in e: -0.401, -1.316, 0.594, -0.846, 0.697, -0.015, -0.759, -0.401, -0.647, -0.255, 1.047, -0.738, -0.657, -0.490, -0.642, -0.033, 0.931, 0.684, -0.539, -0.754, -0.507, -0.858, 0.140, 0.552, -0.069, -0.742, -0.540, -0.360, -0.530, 0.334, -0.019, 0.612, 0.166, 0.429, 0.359, 0.400, 0.333, 0.303, 0.423, 0.348, 0.419, 0.223, 0.024, 0.438, 0.349, 0.420, 0.346, 0.280, 0.417, 0.344, 0.478, -0.250, -1.133, 0.599, -0.043, -1.031, 0.056, -0.824, 0.467, 0.146, -0.565, 0.362, 0.280, 0.301, 0.330, 0.458, -0.307, 0.406, -0.602, -0.344, -0.620, 1.054, -0.277, -0.730, -0.365, 0.334, 0.324, 0.331, -0.602, 0.101, 0.551, -0.571, -0.482, 0.525, -0.438, -0.600, 0.105, -0.666, 0.402, 0.490, 0.461, 0.396

The records above yield maximum force values of 0.101; 0.010; 0.015 Eh/bohr, respectively.
The records above yield E_tot values of -176867.7498; -96430.1080; -143444.4794 eV, respectively.